{
  "formula": "C3H7NOS",
  "method": "wB97M-V/def2-TZVPD",
  "elements": ["C", "C", "S", "C", "N", "O", "H", "H", "H", "H", "H", "H", "H"],
  "coordinates": [[-0.2315, -0.0101, 2.1533], [-0.2813, -0.1766, 0.6553], [-1.8022, 0.7226, 0.1443], [0.7900, 0.0706, -0.4104], [1.2093, -0.9972, -0.9524], [2.1187, -0.5102, -1.9873], [0.3916, 0.8506, 2.5889], [0.4529, -0.7724, 2.5024], [-1.1060, -0.3066, 2.8117], [-0.3322, -1.2899, 0.1756], [-1.1629, 1.8228, 0.6553], [0.8492, 1.3069, -0.7932], [2.6643, -1.4134, -2.0734]],
  "forces_ev_per_angstrom": [[2.60, -0.85, 2.18], [-1.49, -2.66, -2.51], [0.84, 0.67, -0.08], [-1.50, 3.73, 1.06], [1.58, 2.95, -1.11], [1.52, -4.67, 0.15], [-1.60, -0.40, -1.02], [0.54, -0.72, 0.06], [0.46, 1.07, -1.51], [-1.20, 1.80, 2.60], [-0.91, -0.14, -0.41], [0.67, -3.96, 0.85], [-1.51, 3.18, -0.27]],
  "mulliken_charge": [-1.13, -0.02, -0.18, 0.07, -0.35, -0.40, 0.34, 0.37, 0.31, 0.27, 0.13, 0.20, 0.37],
  "e_lumo_ev": 0.8,
  "homo_lumo_gap_ev": 9.915,
  "smiles": "C[C@@H](S)/C=N/O",
  "e_above_lowest_kj_mol": 472.27
}